Entry 1:
Molecular formula: C50H100BrFN4O10P
Method: DFT, ωB97M-V with the def2-TZVPD basis set

Structure (XYZ):
```
167
Properties=species:S:1:pos:R:3
C 0.18574 -4.92812 1.37088
C 0.80909 -3.55360 1.05313
O 0.03838 -2.95656 -0.00696
C -1.04639 -2.23546 0.52288
O -1.79826 -1.79468 -0.58450
C -1.93478 -0.41578 -0.64773
Br -3.12584 0.11582 0.86836
C -2.70785 -0.15920 -1.94691
C -2.99592 1.35161 -2.18255
C -2.03546 2.36416 -1.52448
C -0.60496 2.44022 -2.11607
C 0.43556 2.77887 -1.03915
C 1.88181 2.87424 -1.57782
C 2.84961 1.91053 -0.87200
C 2.74838 0.48751 -1.47053
C 4.08096 -0.02804 -2.03906
C 4.11136 -1.57785 -2.11492
C 4.17583 -2.11095 -3.56094
C 3.17478 -3.24496 -3.79504
O 1.89744 -2.79506 -3.39023
C 1.02650 -3.83149 -2.98740
O -3.94724 -0.83301 -1.79798
C -4.69023 -1.04356 -3.00065
C -4.67361 -2.55103 -3.34044
C -4.99345 -3.42444 -2.11630
C -3.78095 -4.11902 -1.47380
F -2.68462 -4.20808 -2.30102
C -6.17225 -0.64892 -2.65511
C -6.61560 0.62401 -3.35535
O -6.94374 1.55469 -2.74033
O -6.61376 0.59712 -4.72402
P -1.61945 -0.95818 -3.30952
N -1.60392 0.12080 -4.66828
O -0.06341 -1.00552 -2.69307
H 0.87473 -5.47006 2.01944
H 0.02135 -5.42884 0.41685
H -0.78083 -4.81455 1.86108
H 0.79806 -2.87688 1.91144
H 1.80658 -3.70872 0.64602
H -1.68793 -2.92637 1.08317
H -0.67753 -1.42036 1.15545
H -0.97592 0.10058 -0.61622
H -3.98891 1.55553 -1.76709
H -3.06598 1.60617 -3.24423
H -1.95219 2.24664 -0.44282
H -2.48556 3.34781 -1.68299
H -0.59892 3.29559 -2.80237
H -0.31767 1.57622 -2.71811
H 0.16788 3.77401 -0.66855
H 0.37144 2.11021 -0.17403
H 2.28361 3.87405 -1.38609
H 1.89967 2.73464 -2.66335
H 3.86325 2.27230 -1.07882
H 2.72212 1.93915 0.21120
H 2.43039 -0.22121 -0.70329
H 2.03938 0.51410 -2.29661
H 4.22523 0.36152 -3.05196
H 4.94015 0.29808 -1.44713
H 5.00758 -1.93287 -1.59764
H 3.25621 -1.99313 -1.58167
H 3.96044 -1.34403 -4.30951
H 5.16531 -2.52071 -3.78088
H 3.47547 -4.17612 -3.29982
H 3.15123 -3.46485 -4.87516
H 1.54332 -4.60346 -2.40427
H 0.51954 -4.31197 -3.83554
H 0.25883 -3.38689 -2.35264
H -4.39059 -0.39801 -3.83095
H -5.48008 -2.71365 -4.06449
H -3.75352 -2.81696 -3.85550
H -5.45352 -2.81734 -1.33271
H -5.74615 -4.16747 -2.38132
H -4.07866 -5.14935 -1.24403
H -3.52387 -3.67906 -0.51121
H -6.33205 -0.59135 -1.58347
H -6.82348 -1.44355 -3.03231
H -5.71846 0.73958 -5.06271
H -0.81180 0.76179 -4.64593
H -1.57745 -0.43512 -5.51389
H 0.51124 -0.76226 -3.43528
C 7.87119 5.18886 -3.14578
C 6.89617 5.59428 -2.01677
C 7.14313 7.05609 -1.63474
C 8.44006 7.26050 -0.85442
C 8.49571 6.33656 0.35945
C 8.23561 4.86444 0.02543
N 7.03608 4.67932 -0.84235
O 5.98320 4.80021 -0.09559
C 9.47753 4.25337 -0.65639
C 8.10467 4.08398 1.33507
C 5.51364 5.46463 -2.65491
H 7.50350 5.53036 -4.11359
H 8.86252 5.62638 -3.04118
H 7.97603 4.10454 -3.20751
H 6.30884 7.42508 -1.02916
H 7.16141 7.67215 -2.53711
H 9.30853 7.09672 -1.49827
H 8.50190 8.29926 -0.52245
H 9.47016 6.43468 0.84385
H 7.75668 6.68243 1.08958
H 9.26769 3.24211 -1.00891
H 10.30453 4.18835 0.05145
H 9.84989 4.83857 -1.49376
H 7.33547 4.49478 1.98759
H 9.04302 4.12247 1.88884
H 7.86963 3.03470 1.14647
H 5.31726 4.43355 -2.95750
H 5.44534 6.09248 -3.54343
H 4.71205 5.78433 -1.98954
C 5.73788 -2.28942 5.30866
C 4.19447 -2.28186 5.22130
C 3.60504 -2.33102 6.63333
C 3.75518 -3.69812 7.29773
C 3.19159 -4.80106 6.40475
C 3.74235 -4.77752 4.97537
N 3.70945 -3.41165 4.37355
O 2.49613 -3.15607 4.00805
C 5.18467 -5.32525 4.95963
C 2.95183 -5.77965 4.13286
C 3.85870 -0.93206 4.58385
H 6.11641 -1.29110 5.52895
H 6.12472 -2.92768 6.10110
H 6.18606 -2.60037 4.36376
H 2.54104 -2.07485 6.59802
H 4.08182 -1.56998 7.25564
H 4.80305 -3.89918 7.53665
H 3.22303 -3.69647 8.25155
H 3.39598 -5.77356 6.85880
H 2.10155 -4.70023 6.37918
H 5.63441 -5.20416 3.97271
H 5.18748 -6.39062 5.19221
H 5.83782 -4.86030 5.69390
H 1.87977 -5.58824 4.15975
H 3.10206 -6.78992 4.51362
H 3.27806 -5.76254 3.09065
H 4.28130 -0.85829 3.57963
H 4.27518 -0.12277 5.18353
H 2.78609 -0.75378 4.51834
C -8.03068 1.68703 1.63493
C -8.52408 0.50809 0.76535
C -8.86290 1.01848 -0.63842
C -10.14939 1.84089 -0.68024
C -11.31045 1.06883 -0.05514
C -11.00520 0.52513 1.34459
N -9.68741 -0.17053 1.41024
O -9.82113 -1.34443 0.88444
C -11.04665 1.67404 2.37360
C -12.14793 -0.39952 1.76941
C -7.31829 -0.42516 0.67902
H -6.98147 1.90341 1.43114
H -8.56121 2.61834 1.44460
H -8.10929 1.45448 2.69827
H -8.96811 0.17060 -1.32418
H -8.03398 1.61870 -1.02205
H -10.01212 2.79955 -0.17250
H -10.39007 2.08077 -1.71821
H -12.19209 1.71316 -0.01242
H -11.57135 0.23997 -0.72144
H -10.71375 1.32842 3.35377
H -12.06605 2.04508 2.48603
H -10.44716 2.53613 2.09172
H -12.32186 -1.20042 1.05200
H -13.07760 0.16503 1.84491
H -11.94912 -0.84955 2.74396
H -7.03632 -0.79592 1.66685
H -6.45988 0.10628 0.26531
H -7.49481 -1.28336 0.02979
```

Computed properties:
- HOMO level (alpha / beta): -7.9 / -7.9 eV
- LUMO level (alpha / beta): 0.54 / 0.08 eV
- Multiplicity: 4


Entry 2:
Molecular formula: C17H21O7RhS3
Method: DFT, ωB97M-V with the def2-TZVPD basis set

Structure (XYZ):
```
49
Properties=species:S:1:pos:R:3
Rh 0.07218 0.69433 0.51375
O 0.19334 2.94814 -2.96191
S -0.20216 1.90916 -2.05381
O 0.87782 0.96611 -1.80556
O -0.74535 2.29338 -0.70027
C -1.57047 1.05278 -2.84004
C -1.91408 1.52803 -4.09354
C -3.04238 1.06074 -4.75804
C -3.85461 0.12856 -4.15084
C -3.51723 -0.36441 -2.89597
C -2.38218 0.07687 -2.23766
S -2.05159 -0.75105 -0.68290
O -2.98836 -1.84131 -0.60117
O -2.13923 0.23888 0.42282
O -0.64633 -1.19306 -0.75438
H -1.29001 2.28581 -4.54222
H -3.28186 1.44276 -5.74053
H -4.75053 -0.22672 -4.64192
H -4.13305 -1.11064 -2.41830
C 3.08855 -2.79155 2.62662
C 1.58568 -2.91406 2.80693
S 0.71469 -2.31125 1.34483
O 0.49310 -0.83798 1.77354
C -0.85400 -3.16948 1.55662
C -1.59446 -2.79675 2.82612
H 3.60360 -3.20212 3.49438
H 3.38458 -1.74909 2.52302
H 3.42733 -3.32956 1.74335
H 1.22583 -2.29382 3.62894
H 1.27182 -3.94430 2.97356
H -0.58419 -4.22724 1.49785
H -1.43650 -2.92369 0.67332
H -1.11253 -3.18045 3.72508
H -2.60213 -3.20460 2.77965
H -1.68208 -1.71452 2.90457
C 0.63441 1.67733 2.27696
C 1.49817 2.16907 1.27921
C 2.47931 1.28486 0.77700
C 3.28307 1.65412 -0.31941
C 3.11620 2.88367 -0.88631
C 2.17614 3.80581 -0.36164
C 1.38330 3.46777 0.68817
H -0.13813 2.30674 2.69721
H 0.92618 0.79734 2.82361
H 2.64568 0.34904 1.29460
H 4.01979 0.96363 -0.70243
H 3.69468 3.15974 -1.75672
H 2.07172 4.77738 -0.82375
H 0.64627 4.15564 1.07762
```

Computed properties:
- HOMO level (alpha / beta): -8.4 / -8.4 eV
- ΔE to the lowest compared entry with this formula, charge and spin: 23.3 kcal per mole
- LUMO level (alpha / beta): -0.72 / -0.72 eV
- Multiplicity: 1


Entry 3:
Molecular formula: C45H48N12O3Si2Ti
Method: DFT, ωB97M-V with the def2-TZVPD basis set

Structure (XYZ):
```
111
Properties=species:S:1:pos:R:3
Ti -0.83102 0.23680 0.93417
C 1.87424 -4.04105 -1.63102
N 0.81083 -3.15932 -1.17443
C 0.89596 -1.91586 -0.70821
N -0.29379 -1.52086 -0.27742
C -1.09342 -2.59846 -0.53072
N -0.45483 -3.60681 -1.06131
C 2.55325 -3.65424 -2.93099
C 3.31041 -4.62049 -3.58779
C 4.01816 -4.30372 -4.73682
C 3.99268 -3.01511 -5.24514
C 3.22685 -2.05142 -4.60405
C 2.50241 -2.37627 -3.45692
C 3.14071 -0.68561 -5.10130
N 3.96729 0.00545 -5.81565
N 3.41406 1.25165 -5.97402
C 2.29100 1.24983 -5.33810
O 2.05259 0.04475 -4.75896
C 1.26378 2.27106 -5.17096
C 1.53376 3.63611 -5.18636
C 0.50430 4.53192 -4.94869
C -0.78040 4.08039 -4.67009
C -1.05741 2.72029 -4.66657
C -2.42211 2.17491 -4.33886
N -2.38762 1.33843 -3.13863
C -1.44351 1.22743 -2.20271
N -1.84713 0.38340 -1.26164
C -3.07714 -0.00395 -1.70401
N -3.43696 0.55927 -2.82716
C -0.03441 1.82509 -4.93947
H 1.41899 -5.02368 -1.72775
H 2.62520 -4.09755 -0.83879
H 1.80750 -1.34665 -0.68740
H -2.14689 -2.63410 -0.31144
H 3.35789 -5.62841 -3.19227
H 4.58644 -5.07132 -5.24394
H 4.54928 -2.74551 -6.13271
H 1.89738 -1.60621 -3.00189
H 2.54155 3.98307 -5.37199
H 0.70309 5.59526 -4.96782
H -1.57181 4.79219 -4.46599
H -2.79808 1.54623 -5.14613
H -3.14331 2.97653 -4.18188
H -0.49427 1.72882 -2.25077
H -3.69578 -0.72834 -1.20561
H -0.23861 0.76183 -4.96905
C -4.49171 3.28045 0.96575
Si -4.03211 1.64067 1.79757
C -5.02853 0.25919 0.97886
C -4.53076 1.80559 3.60994
N -2.33746 1.25436 1.64515
C -1.46742 1.64955 2.64977
C -1.26426 2.95698 3.12514
C -0.29425 3.20168 4.06776
C 0.49044 2.16026 4.58261
C 0.29672 0.86557 4.16401
C -0.67358 0.58301 3.18824
N -0.92698 -0.66149 2.61885
Si -1.53587 -1.93151 3.65568
C -2.90346 -1.27417 4.76915
C -0.20851 -2.68446 4.78426
C -2.22344 -3.28449 2.53331
H -4.25503 3.30586 -0.10110
H -3.99412 4.12826 1.44312
H -5.56845 3.43729 1.06341
H -6.00819 0.17567 1.45370
H -4.52848 -0.70742 1.07886
H -5.20476 0.46597 -0.07675
H -5.31426 2.55837 3.71465
H -3.69309 2.11055 4.24030
H -4.92319 0.87024 4.00754
H -1.87660 3.76333 2.74003
H -0.13867 4.21238 4.42224
H 1.25019 2.37250 5.32306
H 0.88267 0.05480 4.58070
H -2.68526 -0.25877 5.10697
H -3.00534 -1.90682 5.65256
H -3.86573 -1.26338 4.25703
H -0.31778 -2.31951 5.80779
H 0.80600 -2.45829 4.46162
H -0.31883 -3.77131 4.81649
H -2.99694 -2.89464 1.86613
H -2.68570 -4.05822 3.15057
H -1.45048 -3.77030 1.93448
O 4.49581 -5.01148 3.63006
C 4.92140 -4.01785 2.82431
O 6.01892 -4.04347 2.34755
C 3.95862 -2.90433 2.56710
C 4.43349 -1.60842 2.40234
C 3.58932 -0.57469 2.05194
C 2.22580 -0.80482 1.78382
C 1.75231 -2.10625 2.01715
C 2.59613 -3.13138 2.40189
N 1.37287 0.17814 1.25177
C 1.94523 1.29619 0.79714
C 1.16201 2.33044 0.28331
C 1.72656 3.53356 -0.20553
C 0.90959 4.52348 -0.66677
C -0.48741 4.33145 -0.60860
C -0.97407 3.15009 -0.11922
N -0.19014 2.12996 0.28541
H 3.65396 -4.79387 4.04271
H 5.48807 -1.42229 2.56049
H 4.01455 0.41608 1.99257
H 0.70391 -2.30934 1.89265
H 2.17997 -4.12277 2.54638
H 3.01916 1.42653 0.78673
H 2.80262 3.64449 -0.18437
H 1.32000 5.44999 -1.04514
H -1.16804 5.10701 -0.92960
H -2.03845 2.97998 -0.03633
```

Computed properties:
- HOMO level (alpha / beta): -9.0 / -11.0 eV
- ΔE to the lowest compared entry with this formula, charge and spin: 16.4 kcal per mole
- LUMO level (alpha / beta): -3.15 / -3.63 eV
- Charge: +1
- Multiplicity: 2


Entry 4:
Molecular formula: C49H43IN8NaO2PS
Method: DFT, ωB97M-V with the def2-TZVPD basis set

Structure (XYZ):
```
106
Properties=species:S:1:pos:R:3
Na 0.71314 -0.51156 0.67180
C -3.19478 -4.25856 -3.80604
C -1.73003 -4.39508 -4.21560
N -0.81980 -4.40917 -3.08765
C -0.53214 -3.23658 -2.38285
S 0.09446 -3.53933 -0.78570
N -0.84024 -2.14457 -3.02591
N -0.44943 -0.91602 -2.54893
C -1.22678 0.04262 -2.90905
C -2.50769 -0.16240 -3.67544
C -0.85764 1.45430 -2.58967
C -1.84771 2.44048 -2.66126
C -1.53581 3.75012 -2.35724
C -0.23334 4.06099 -2.01219
C 0.68927 3.02842 -1.99298
N 0.40392 1.75849 -2.26914
H -3.84602 -4.18933 -4.68189
H -3.32713 -3.35626 -3.20782
H -3.51468 -5.11550 -3.20838
H -1.44958 -3.55796 -4.85255
H -1.57608 -5.31753 -4.78371
H -0.89627 -5.19430 -2.46011
H -3.37108 -0.06698 -3.00994
H -2.51011 -1.16043 -4.10464
H -2.61121 0.57856 -4.47095
H -2.85915 2.16990 -2.92057
H -2.30535 4.51238 -2.37054
H 0.06067 5.06593 -1.74136
H 1.72092 3.23753 -1.72828
C -7.60324 1.57943 -1.19331
C -7.26215 0.53511 -0.34484
C -5.93646 0.32916 0.02510
C -4.91184 1.15606 -0.43377
C -5.28437 2.20583 -1.27951
C -6.60128 2.42313 -1.65953
P -3.00373 1.08963 -0.05389
C -3.14806 -0.54694 0.77978
C -3.18446 -0.70372 2.16438
C -3.49929 -1.93302 2.72686
C -3.76352 -3.02774 1.91140
C -3.68522 -2.89242 0.53288
C -3.37918 -1.65950 -0.02471
C -3.15482 2.25824 1.35885
C -4.23645 2.79650 2.00137
C -4.02365 3.70886 3.06353
C -2.76942 4.09948 3.43854
C -1.62460 3.58668 2.77660
C -0.29005 3.96618 3.04630
C 0.72353 3.39243 2.33285
C 0.49940 2.38216 1.36119
C -0.78331 1.94212 1.06387
C -1.82644 2.61343 1.77067
H -8.63491 1.73364 -1.48842
H -8.03454 -0.12254 0.03940
H -5.70220 -0.49398 0.69243
H -4.50888 2.88103 -1.63550
H -6.84817 3.24492 -2.32332
H -2.97046 0.14213 2.80743
H -3.52944 -2.03593 3.80555
H -4.00137 -3.98851 2.35399
H -3.84801 -3.74798 -0.11078
H -3.32775 -1.55622 -1.10476
H -5.24985 2.53718 1.71653
H -4.88377 4.10169 3.59611
H -2.64349 4.79296 4.26463
H -0.07928 4.71674 3.80100
H 1.74285 3.72690 2.51772
H 1.37003 1.99594 0.84140
I 3.54834 0.75196 3.56931
C 4.33029 0.98169 1.63900
C 5.68340 1.27190 1.47184
C 6.15351 1.40110 0.17851
C 5.27421 1.22886 -0.88307
C 3.94879 0.94658 -0.60257
N 3.48290 0.83872 0.64487
H 6.33116 1.38847 2.32834
H 7.19744 1.63152 0.00101
H 5.60949 1.30290 -1.90919
H 3.21651 0.77787 -1.38598
N 0.03587 -3.01796 3.17276
C 0.11107 -1.68246 3.53784
O 0.50691 -0.85902 2.69953
C -0.21444 -1.36175 4.89201
C -0.68419 -2.36659 5.76545
N -1.04841 -3.21845 6.46265
C -0.10297 -0.04223 5.39344
N -0.03695 1.01889 5.84792
H -0.04774 -3.14571 2.17224
H -0.58244 -3.60271 3.71299
C 2.89375 -2.55372 -2.23089
C 2.74085 -2.54433 -0.73402
O 2.45808 -1.51582 -0.14974
C 3.24642 -3.71236 0.07394
C 3.25058 -3.59335 1.46069
C 3.72646 -4.62777 2.25011
C 4.21565 -5.78595 1.65878
C 4.21735 -5.90722 0.27534
C 3.72940 -4.87576 -0.51361
H 2.34794 -1.70088 -2.63072
H 2.52287 -3.46989 -2.68557
H 3.96326 -2.44951 -2.45031
H 2.86296 -2.68555 1.90697
H 3.70513 -4.52942 3.32798
H 4.58856 -6.59581 2.27441
H 4.58811 -6.81259 -0.19045
H 3.70780 -4.98885 -1.58953
```

Computed properties:
- HOMO level: -1.6 eV
- ΔE to the lowest compared entry with this formula, charge and spin: 12.8 kcal per mole
- LUMO level: 3.41 eV
- Charge: -2
- Multiplicity: 1


Entry 5:
Molecular formula: C2H3N2O2
Method: DFT, ωB97M-V with the def2-TZVPD basis set

Structure (XYZ):
```
9
Properties=species:S:1:pos:R:3
C 0.45526 0.42797 -0.07900
C -4.13406 0.02810 0.10962
N 1.44678 0.80934 0.39120
N -0.37001 -0.03110 -0.86170
O -5.19586 0.36376 -0.16574
O -3.12207 -0.33204 0.50037
H 1.91826 0.95811 1.26759
H -0.66142 -0.94414 -0.98447
H -1.11914 0.57858 -1.20431
```

Computed properties:
- HOMO level: -16.5 eV
- ΔE to the lowest compared entry with this formula, charge and spin: 7.4 kcal per mole
- LUMO level: -4.62 eV
- Charge: +1
- Multiplicity: 1


Q: Look up the multiplicity of the fourth one.
A: 1


What did the fifth record say?
Molecular formula: C2H3N2O2
Method: DFT, ωB97M-V with the def2-TZVPD basis set

Structure (XYZ):
```
9
Properties=species:S:1:pos:R:3
C 0.45526 0.42797 -0.07900
C -4.13406 0.02810 0.10962
N 1.44678 0.80934 0.39120
N -0.37001 -0.03110 -0.86170
O -5.19586 0.36376 -0.16574
O -3.12207 -0.33204 0.50037
H 1.91826 0.95811 1.26759
H -0.66142 -0.94414 -0.98447
H -1.11914 0.57858 -1.20431
```

Computed properties:
- HOMO level: -16.5 eV
- ΔE to the lowest compared entry with this formula, charge and spin: 7.4 kcal per mole
- LUMO level: -4.62 eV
- Charge: +1
- Multiplicity: 1


Q: What is the formula in the second record?
A: C17H21O7RhS3


Q: What is the multiplicity in the second record?
A: 1